1.
This record from the Open Molecules 2025 dataset describes a structure of composition C18H20BrClLiN3O3S in a non-equilibrium geometry. The level of theory is ωB97M-V/def2-TZVPD.

Cartesian coordinates (Å):
Li: 3.015 0.072 0.271
Cl: 0.735 0.382 3.536
C: 2.420 0.875 3.675
C: 2.990 0.672 2.270
O: 2.744 1.531 1.405
O: 3.610 -0.378 2.035
H: 2.906 0.215 4.393
H: 2.438 1.917 3.989
Br: 8.179 2.566 -1.502
C: 7.205 1.032 -0.958
C: 7.868 -0.065 -0.431
C: 7.106 -1.168 -0.083
C: 5.731 -1.114 -0.261
N: 5.104 -0.059 -0.764
C: 5.825 0.993 -1.111
H: 8.941 -0.056 -0.311
H: 7.574 -2.052 0.318
H: 5.100 -1.940 0.018
H: 5.291 1.834 -1.529
C: -3.330 2.709 0.896
C: -3.732 1.716 -0.190
C: -2.581 1.412 -1.150
N: -1.512 0.672 -0.510
C: -0.812 -0.345 -1.024
S: 0.662 -0.811 -0.423
N: -1.314 -1.038 -2.107
C: -2.562 -1.586 -2.373
O: -2.776 -2.030 -3.478
C: -3.558 -1.663 -1.276
C: -4.910 -1.624 -1.622
C: -5.884 -1.789 -0.655
C: -5.516 -2.007 0.664
C: -4.177 -2.068 1.012
C: -3.197 -1.905 0.047
H: -4.207 3.015 1.461
H: -2.889 3.602 0.458
H: -2.615 2.268 1.587
H: -4.554 2.128 -0.779
H: -4.081 0.788 0.265
H: -2.167 2.361 -1.519
H: -2.948 0.843 -2.005
H: -1.096 1.116 0.299
H: -0.594 -1.383 -2.733
H: -5.182 -1.471 -2.655
H: -6.929 -1.765 -0.930
H: -6.276 -2.148 1.418
H: -3.889 -2.255 2.036
H: -2.158 -1.997 0.325

Computed properties:
calculated total energy: -4527.94643 Eh
Kohn-Sham gap: 8.82 eV
multiplicity: 1
LUMO: -0.09 eV
highest occupied orbital energy: -8.91 eV

Atom charges from the Löwdin analysis, given in e for atoms 1 to 6: 0.568 0.574 -0.495 -0.857 -0.121 -0.095

***

2.
This record from the Open Molecules 2025 dataset describes an isolated molecule of C18H20BrNO3 in a non-equilibrium geometry. The level of theory is ωB97M-V/def2-TZVPD.

Cartesian coordinates (Å):
O: -3.467 -0.646 0.481
C: -2.517 -0.464 -0.269
N: -2.258 0.742 -0.821
C: -1.222 1.033 -1.780
H: -1.013 0.137 -2.365
H: -1.626 1.778 -2.472
C: 0.078 1.555 -1.122
C: -0.059 1.726 0.391
C: -0.977 2.884 0.806
H: -1.340 2.694 1.819
C: -2.169 3.116 -0.123
H: -2.808 3.888 0.312
H: -1.811 3.502 -1.079
C: -3.031 1.877 -0.351
H: -3.515 1.566 0.578
H: -3.816 2.111 -1.081
H: -0.397 3.809 0.834
H: -0.419 0.792 0.823
H: 0.933 1.904 0.813
H: 0.369 2.506 -1.570
H: 0.879 0.844 -1.316
C: -1.625 -1.606 -0.562
C: -1.905 -2.932 -0.351
C: -0.720 -3.642 -0.634
C: 0.206 -2.702 -0.990
O: -0.336 -1.473 -0.955
C: 1.649 -2.824 -1.381
O: 2.397 -1.663 -1.108
C: 2.502 -1.220 0.171
C: 1.984 -1.843 1.299
C: 2.158 -1.275 2.551
C: 2.853 -0.090 2.702
C: 3.386 0.539 1.588
C: 3.207 -0.026 0.343
Br: 3.917 0.817 -1.203
H: 3.935 1.463 1.682
H: 2.983 0.348 3.679
H: 1.742 -1.772 3.414
H: 1.437 -2.768 1.208
H: 1.742 -2.951 -2.466
H: 2.086 -3.705 -0.890
H: -0.569 -4.700 -0.576
H: -2.845 -3.328 -0.029

Computed properties:
calculated total energy: -3552.38507 Eh
Kohn-Sham gap: 9.49 eV
multiplicity: 1
LUMO: 0.68 eV
highest occupied orbital energy: -8.81 eV

Atom charges from the Löwdin analysis, given in e for atoms 1 to 6: 0.062 -0.401 -0.059 -0.134 0.121 0.124

***

3.
This record from the Open Molecules 2025 dataset describes the ion C18H20Cl2NO2 with charge +1. The level of theory is ωB97M-V/def2-TZVPD.

Cartesian coordinates (Å):
O: 0.064 -1.886 -1.906
H: 0.509 -2.296 -2.656
C: 0.850 -1.986 -0.748
C: 2.193 -1.241 -0.899
O: 1.899 0.134 -1.037
C: 2.909 1.055 -1.132
C: 4.258 0.770 -1.273
C: 5.182 1.798 -1.371
C: 4.765 3.119 -1.326
C: 3.416 3.425 -1.179
C: 2.507 2.393 -1.079
Cl: 0.826 2.740 -0.887
H: 3.090 4.452 -1.140
Cl: 5.911 4.394 -1.448
H: 6.229 1.568 -1.483
H: 4.602 -0.251 -1.314
H: 2.822 -1.419 -0.018
H: 2.718 -1.616 -1.787
C: 0.018 -1.460 0.435
N: -0.470 -0.075 0.233
H: 0.251 0.417 -0.332
C: -1.743 -0.025 -0.525
C: -2.911 -0.495 0.301
C: -2.870 -0.467 1.690
C: -3.981 -0.888 2.412
C: -5.122 -1.321 1.764
C: -5.162 -1.344 0.379
C: -4.060 -0.936 -0.347
H: -4.084 -0.952 -1.426
H: -6.049 -1.681 -0.133
H: -5.978 -1.639 2.337
H: -3.945 -0.869 3.491
C: -1.629 -0.025 2.422
C: -0.633 0.670 1.504
H: -0.989 1.669 1.249
H: 0.340 0.768 1.988
H: -1.171 -0.895 2.902
H: -1.905 0.664 3.222
H: -1.901 1.010 -0.841
H: -1.636 -0.642 -1.419
H: -0.847 -2.111 0.576
H: 0.641 -1.491 1.330
H: 1.088 -3.039 -0.529

Computed properties:
calculated total energy: -1823.31780 Eh
Kohn-Sham gap: 9.26 eV
multiplicity: 1
LUMO: -2.36 eV
net charge: +1
highest occupied orbital energy: -11.62 eV

Atom charges from the Löwdin analysis, given in e for atoms 1 to 6: 0.001 0.123 -0.307 -0.116 -0.114 -0.270

***

4.
This record from the Open Molecules 2025 dataset describes a structure of composition C18H20CoN4S7Si. The level of theory is ωB97M-V/def2-TZVPD.

Cartesian coordinates (Å):
Co: -0.267 0.254 0.364
N: -0.021 -1.819 3.069
C: -0.061 -0.495 3.355
N: -0.179 0.417 2.434
C: -0.155 1.692 2.963
C: -0.027 1.753 4.305
S: 0.076 0.152 4.955
C: -0.241 2.753 1.960
C: -0.188 4.094 2.091
S: -0.283 4.842 0.533
C: -0.376 3.276 -0.201
N: -0.347 2.295 0.657
N: -0.527 3.078 -1.531
H: -0.310 -2.063 2.129
H: -0.213 -2.487 3.794
H: 0.011 2.617 4.946
H: -0.096 4.683 2.987
H: -0.253 3.800 -2.173
H: -0.407 2.121 -1.835
C: 2.907 -0.001 1.558
Si: 1.954 0.069 -0.074
C: 2.619 1.558 -1.034
C: 2.351 -1.492 -1.055
C: 2.037 -2.746 -0.522
C: 2.315 -3.915 -1.213
C: 2.915 -3.856 -2.464
C: 3.235 -2.623 -3.013
C: 2.955 -1.456 -2.312
H: 3.983 -0.050 1.372
H: 2.628 -0.885 2.136
H: 2.706 0.883 2.169
H: 3.703 1.484 -1.162
H: 2.416 2.483 -0.488
H: 2.174 1.643 -2.028
H: 1.555 -2.809 0.449
H: 2.057 -4.875 -0.781
H: 3.130 -4.766 -3.008
H: 3.702 -2.569 -3.989
H: 3.213 -0.502 -2.759
C: -2.732 0.294 -3.820
S: -3.674 -1.136 -3.234
C: -3.723 -0.773 -1.518
C: -2.683 -0.864 -0.663
S: -1.040 -1.326 -1.025
S: -3.048 -0.399 0.986
C: -4.716 0.057 0.770
S: -5.647 0.629 1.988
S: -5.239 -0.193 -0.853
H: -2.601 0.163 -4.893
H: -1.755 0.306 -3.338
H: -3.274 1.218 -3.628

Computed properties:
calculated total energy: -5376.57501 Eh
Kohn-Sham gap (alpha / beta): 7.03 / 7.33 eV
multiplicity: 2
expectation value of S²: 1.0042
LUMO (alpha / beta): -0.25 / 0.06 eV
highest occupied orbital energy (alpha / beta): -7.28 / -7.27 eV

Atom charges from the Löwdin analysis, given in e for atoms 1 to 6: -0.021 0.128 -0.691 -0.008 -0.320 -0.326

***

5.
This record from the Open Molecules 2025 dataset describes an isolated molecule of C18H20N2O. The level of theory is ωB97M-V/def2-TZVPD.

Cartesian coordinates (Å):
O: 0.495 0.637 -4.623
C: -0.851 0.488 -4.269
H: -1.011 -0.476 -3.766
C: -1.377 1.621 -3.369
H: -2.360 1.329 -2.993
H: -1.492 2.530 -3.960
C: -0.421 1.927 -2.203
C: -0.007 0.686 -1.494
N: 1.013 -0.032 -1.881
C: 1.062 -1.110 -1.035
C: 1.949 -2.178 -0.987
C: 1.753 -3.125 -0.005
C: 0.699 -3.028 0.905
C: -0.195 -1.978 0.870
C: 0.003 -1.014 -0.104
N: -0.673 0.141 -0.431
C: -1.747 0.727 0.322
H: -2.423 1.251 -0.359
H: -2.301 -0.083 0.805
C: -1.219 1.700 1.395
C: -0.279 0.982 2.323
C: -0.764 0.310 3.437
C: 0.088 -0.425 4.241
C: 1.436 -0.501 3.934
C: 1.930 0.173 2.831
C: 1.077 0.913 2.032
H: 1.469 1.436 1.171
H: 2.980 0.118 2.587
H: 2.100 -1.083 4.556
H: -0.301 -0.944 5.105
H: -1.818 0.362 3.674
H: -0.699 2.526 0.906
H: -2.072 2.102 1.945
H: -1.003 -1.912 1.583
H: 0.581 -3.795 1.656
H: 2.426 -3.967 0.064
H: 2.757 -2.250 -1.697
H: 0.480 2.388 -2.610
H: -0.893 2.633 -1.519
H: -1.419 0.481 -5.204
H: 1.027 0.440 -3.832

Computed properties:
calculated total energy: -882.69372 Eh
Kohn-Sham gap: 9.05 eV
multiplicity: 1
LUMO: 0.63 eV
highest occupied orbital energy: -8.42 eV

Atom charges from the Löwdin analysis, given in e for atoms 1 to 6: -0.078 -0.286 0.115 -0.160 0.107 0.111

***

- Among the records above, which one has the highest calculated total energy?
  C18H20N2O

***

Please write out number 4 again, unchanged.
This record from the Open Molecules 2025 dataset describes a structure of composition C18H20CoN4S7Si. The level of theory is ωB97M-V/def2-TZVPD.

Cartesian coordinates (Å):
Co: -0.267 0.254 0.364
N: -0.021 -1.819 3.069
C: -0.061 -0.495 3.355
N: -0.179 0.417 2.434
C: -0.155 1.692 2.963
C: -0.027 1.753 4.305
S: 0.076 0.152 4.955
C: -0.241 2.753 1.960
C: -0.188 4.094 2.091
S: -0.283 4.842 0.533
C: -0.376 3.276 -0.201
N: -0.347 2.295 0.657
N: -0.527 3.078 -1.531
H: -0.310 -2.063 2.129
H: -0.213 -2.487 3.794
H: 0.011 2.617 4.946
H: -0.096 4.683 2.987
H: -0.253 3.800 -2.173
H: -0.407 2.121 -1.835
C: 2.907 -0.001 1.558
Si: 1.954 0.069 -0.074
C: 2.619 1.558 -1.034
C: 2.351 -1.492 -1.055
C: 2.037 -2.746 -0.522
C: 2.315 -3.915 -1.213
C: 2.915 -3.856 -2.464
C: 3.235 -2.623 -3.013
C: 2.955 -1.456 -2.312
H: 3.983 -0.050 1.372
H: 2.628 -0.885 2.136
H: 2.706 0.883 2.169
H: 3.703 1.484 -1.162
H: 2.416 2.483 -0.488
H: 2.174 1.643 -2.028
H: 1.555 -2.809 0.449
H: 2.057 -4.875 -0.781
H: 3.130 -4.766 -3.008
H: 3.702 -2.569 -3.989
H: 3.213 -0.502 -2.759
C: -2.732 0.294 -3.820
S: -3.674 -1.136 -3.234
C: -3.723 -0.773 -1.518
C: -2.683 -0.864 -0.663
S: -1.040 -1.326 -1.025
S: -3.048 -0.399 0.986
C: -4.716 0.057 0.770
S: -5.647 0.629 1.988
S: -5.239 -0.193 -0.853
H: -2.601 0.163 -4.893
H: -1.755 0.306 -3.338
H: -3.274 1.218 -3.628

Computed properties:
calculated total energy: -5376.57501 Eh
Kohn-Sham gap (alpha / beta): 7.03 / 7.33 eV
multiplicity: 2
expectation value of S²: 1.0042
LUMO (alpha / beta): -0.25 / 0.06 eV
highest occupied orbital energy (alpha / beta): -7.28 / -7.27 eV

Atom charges from the Löwdin analysis, given in e for atoms 1 to 6: -0.021 0.128 -0.691 -0.008 -0.320 -0.326

***

- Which value of multiplicity does entry 1 give?
  1